Molecular formula: C20H15CrN9O2
Method: DFT, ωB97M-V/def2-TZVPD

Geometry as XYZ:
```
47
Properties=species:S:1:pos:R:3:nbo_charge:R:1
Cr -0.091 -0.355 0.753 1.324
N 3.105 -0.170 -0.538 -0.756
C 2.562 -1.386 -0.668 0.629
N 3.369 -2.365 -1.040 -0.544
C 2.810 -3.572 -1.138 0.616
N 3.567 -4.592 -1.505 -0.708
N 1.494 -3.846 -0.879 -0.507
C 0.795 -2.818 -0.518 0.460
N 1.232 -1.537 -0.391 -0.714
C -0.643 -3.059 -0.180 0.154
C -1.299 -4.205 -0.571 -0.176
C -2.642 -4.345 -0.241 -0.102
C -3.274 -3.338 0.471 -0.213
C -2.543 -2.222 0.837 0.061
N -1.252 -2.083 0.521 -0.546
H 4.075 -0.056 -0.780 0.438
H 2.554 0.644 -0.344 0.395
H 4.540 -4.441 -1.712 0.431
H 3.167 -5.509 -1.606 0.429
H -0.760 -4.962 -1.120 0.270
H -3.188 -5.230 -0.537 0.256
H -4.318 -3.405 0.742 0.259
H -2.995 -1.415 1.400 0.216
O 0.154 6.218 4.534 -0.318
N 0.445 5.811 3.437 0.520
O 0.957 6.469 2.554 -0.354
C 0.176 4.364 3.159 0.132
C -0.257 3.653 4.213 -0.150
C -0.553 2.255 4.081 -0.100
C -1.042 1.478 5.150 -0.059
C -1.324 0.153 4.945 -0.234
C -1.130 -0.384 3.668 0.105
N -0.672 0.330 2.650 -0.562
C -0.364 1.639 2.854 0.234
C 0.150 2.400 1.735 0.229
N 0.358 1.705 0.581 -0.573
C 0.703 2.368 -0.513 0.079
C 0.907 3.746 -0.512 -0.230
C 0.772 4.446 0.658 -0.073
C 0.383 3.776 1.844 -0.113
H -0.389 4.153 5.163 0.283
H -1.190 1.933 6.121 0.255
H -1.697 -0.477 5.739 0.263
H -1.362 -1.422 3.464 0.221
H 0.828 1.787 -1.421 0.224
H 1.182 4.245 -1.429 0.264
H 0.949 5.507 0.680 0.285
```

E_HOMO (alpha / beta): -0.559 / -0.572 hartree
2S+1: 5
Net charge: +2
Kohn-Sham gap (alpha / beta): 8.389 / 8.666 eV
Maximum force: 0.37 eV/A
Calculated total energy: -2458.481858 hartree